[1]
97
Properties=species:S:1:pos:R:3:forces:R:3:lowdin_charge:R:1 method="wB97M-V/def2-TZVPD" total_charge=+1 multiplicity=4 gap_ev="6.22 / 6.24"
Mn -0.111739 -0.187132 0.214207 -0.27 0.04 0.00 0.78
P -0.472658 1.969136 1.455756 -0.27 0.46 0.13 1.16
F 6.383240 1.017678 1.809534 0.05 0.07 0.02 0.07
O -1.067421 -2.300188 3.526915 -0.16 -0.10 0.04 0.10
O 1.755919 -0.432101 1.053287 0.20 0.20 0.12 -0.03
O -0.800130 -1.176233 1.627092 -0.23 -0.15 0.40 -0.17
N 2.462680 0.943193 -2.658424 0.20 0.41 0.00 0.06
N 2.869610 -2.225483 4.525762 -0.02 -0.04 0.09 0.02
N -0.688740 -3.706274 -1.553801 0.20 0.42 0.04 -0.05
N 1.361912 1.879449 -1.034314 0.19 -0.17 -0.37 -0.03
N 0.175553 -3.222441 -2.495093 -0.24 -0.49 -0.02 0.05
N 1.324669 -1.150717 -2.718748 -0.03 -0.06 0.10 0.17
N 7.284308 -0.241606 4.211958 0.04 0.04 0.01 -0.09
N -0.888573 -2.848890 -0.624005 0.36 -0.07 -0.54 -0.02
N 9.535620 -0.998555 5.072188 -0.07 0.18 0.00 0.06
N 2.309104 2.049694 -1.880848 -0.14 -0.32 -0.04 -0.03
N -0.137161 -1.738781 -0.927503 -0.21 -0.40 0.26 -0.07
N 0.835694 0.646539 -1.240995 -0.03 0.29 0.33 -0.07
C 3.458870 4.123686 2.557027 0.03 -0.03 -0.01 -0.07
C 2.944985 3.139078 3.385234 0.01 0.00 0.00 -0.06
C 2.764709 4.488127 1.413775 0.01 0.02 -0.03 -0.06
C 4.244437 -4.090054 5.557361 0.14 -0.07 0.00 -0.09
C 9.674486 0.206221 4.184177 -0.08 -0.04 -0.04 -0.07
C 3.783691 -1.426702 3.850372 0.00 -0.02 0.03 -0.12
C 1.031701 2.885187 1.949816 0.23 -0.33 -0.08 -0.31
C -1.136548 4.484745 3.647935 -0.10 -0.13 0.08 -0.04
C 1.737711 2.503422 3.103957 -0.12 -0.06 0.06 -0.26
C -2.807977 3.032791 4.731338 -0.02 0.03 0.04 -0.05
C 1.585242 -2.264675 4.106004 0.09 -0.07 0.02 0.06
C -2.806274 3.939968 -1.943392 0.00 0.01 -0.01 -0.06
C 1.552275 0.102790 -2.229853 -0.08 0.08 -0.06 -0.44
C 1.234720 1.468139 4.083699 -0.06 0.18 -0.04 -0.03
C 4.293928 0.012596 1.986415 -0.05 0.08 -0.18 0.11
C -2.638831 2.566066 -1.860803 -0.05 -0.05 -0.04 -0.02
C -1.946063 2.000338 -0.792785 0.03 -0.18 0.00 -0.29
C -1.844435 3.146804 3.729854 0.09 0.11 -0.10 -0.25
C 7.415654 0.104780 5.622754 0.06 0.04 -0.14 -0.12
C -1.884842 0.509157 -0.634673 -0.25 0.47 0.19 -0.09
C -1.380410 2.848449 0.159837 0.15 0.10 0.03 -0.31
C -2.290392 4.771603 -0.956532 0.01 -0.02 0.00 -0.06
C 1.569226 3.860800 1.107983 -0.08 0.04 0.05 -0.10
C 0.479510 -2.024904 -2.079872 -0.01 0.15 0.05 -0.45
C 5.979102 -0.407598 3.672738 0.09 -0.03 0.02 -0.13
C 8.349874 0.385230 3.424137 -0.09 -0.14 0.12 -0.13
C 3.263036 -2.965551 5.710779 -0.07 0.13 -0.12 -0.26
C 1.120535 -1.657099 2.980410 -0.03 -0.14 -0.10 -0.03
C -3.460647 0.856892 3.985019 0.01 0.03 0.02 -0.06
C 5.080447 -1.230588 4.333253 0.08 -0.09 0.11 0.06
C -1.577957 4.224062 0.099652 -0.01 0.01 -0.03 -0.07
C 3.389692 -0.800954 2.665351 0.03 -0.05 0.08 -0.05
C -1.659037 2.052157 2.863349 -0.04 -0.13 0.02 -0.26
C 2.034285 -0.947049 2.154884 -0.01 -0.13 -0.17 -0.28
C 2.803208 -4.381273 5.841715 -0.12 -0.09 -0.02 -0.07
C -2.500041 0.937771 2.991169 0.05 0.07 0.13 -0.08
C 5.549431 0.199160 2.481929 0.03 0.06 0.03 -0.19
C 8.585530 -0.701684 6.203983 -0.08 0.06 -0.04 -0.07
C -3.601805 1.908215 4.876581 -0.01 -0.02 -0.01 -0.07
C -0.362633 -1.753514 2.711748 0.14 0.27 -0.26 -0.54
H 0.558940 1.922450 4.810790 -0.03 0.01 0.02 0.10
H 8.411006 -0.106461 2.457827 -0.02 -0.02 -0.07 0.14
H -4.079903 -0.028498 4.062220 0.04 0.05 -0.01 0.11
H 6.510645 -0.131267 6.168924 -0.08 -0.03 0.01 0.13
H 2.517810 -4.726058 6.825633 0.04 0.04 -0.02 0.11
H 10.434733 -1.317393 5.423946 0.10 -0.01 0.04 0.19
H 4.969129 -4.238928 6.348444 -0.05 0.02 -0.02 0.10
H -3.347138 4.365368 -2.780658 0.03 -0.03 0.05 0.11
H 9.131357 -0.146884 6.962960 0.06 0.00 0.01 0.14
H 5.390274 -1.750989 5.229919 0.01 0.04 -0.05 0.11
H 3.160737 5.243113 0.745377 -0.03 -0.05 0.03 0.11
H -0.368265 4.531528 2.889000 0.07 0.01 -0.03 0.04
H 4.611352 -4.299704 4.559957 -0.07 0.02 0.02 0.12
H -0.675505 4.735565 4.606864 0.00 -0.04 -0.04 0.09
H -2.616586 0.137752 0.084442 0.07 -0.06 0.11 0.08
H 2.209939 -4.791515 5.034618 0.05 0.02 0.02 0.12
H 3.311482 -2.363581 6.609227 0.00 0.05 0.02 0.15
H 1.824239 -1.460022 -3.533328 0.02 -0.02 -0.02 0.15
H -1.166622 4.872317 0.864455 0.00 -0.03 -0.07 0.10
H -3.063734 1.919701 -2.622055 0.04 0.05 0.05 0.12
H 0.679608 0.660566 3.608510 -0.03 0.13 0.02 0.05
H -1.869312 5.266866 3.434659 0.01 -0.04 0.00 0.09
H 8.193311 1.450344 3.248091 0.01 0.06 0.02 0.14
H -2.946194 3.873333 5.405113 0.01 -0.05 -0.03 0.12
H -2.428339 5.844358 -1.018964 0.00 -0.06 0.01 0.11
H 9.905082 1.046349 4.833216 0.01 0.02 0.06 0.14
H 0.887074 -2.824091 4.715412 0.03 -0.02 0.00 0.16
H -2.028821 -0.006441 -1.575115 0.19 -0.16 -0.12 0.08
H 1.056163 4.122353 0.194914 0.00 -0.03 -0.02 0.09
H 10.506574 0.055648 3.503008 0.04 -0.05 0.00 0.14
H 2.069156 1.028105 4.635561 -0.02 0.01 -0.05 0.08
H 7.591641 1.180030 5.745142 0.01 0.01 0.01 0.14
H 3.487026 2.848924 4.280306 -0.01 0.00 -0.02 0.11
H 9.126964 -1.747425 4.514035 -0.04 -0.10 -0.06 0.18
H -2.393327 0.102065 2.321546 0.08 -0.10 -0.05 0.07
H 8.265589 -1.655176 6.615907 0.01 -0.06 -0.01 0.14
H 3.985236 0.520249 1.077161 0.01 -0.05 0.08 0.15
H -4.335487 1.861300 5.673371 0.04 0.01 -0.06 0.11
H 4.406287 4.594573 2.792871 -0.05 0.00 0.02 0.10

[2]
91
Properties=species:S:1:pos:R:3:forces:R:3:lowdin_charge:R:1 method="wB97M-V/def2-TZVPD" total_charge=-1 multiplicity=5 gap_ev="5.54 / 6.83"
Ru -0.901537 -0.635486 -0.187151 -0.18 -0.35 0.63 0.87
S -3.161182 0.556225 -0.893476 -0.02 0.24 -0.11 0.19
S -1.732480 -1.330546 2.426465 -0.11 0.27 -0.23 0.20
S 0.269641 -4.301696 -2.307169 -0.14 -0.99 1.89 0.70
P -2.116604 1.920376 0.169479 0.06 0.42 0.48 0.33
P -1.009803 0.556523 2.477336 0.55 0.36 0.37 0.33
O -1.002453 -4.043931 -2.916619 -0.12 -0.26 -0.14 -0.29
O 0.420281 -5.328706 -1.260680 -0.30 1.63 -1.59 -0.30
N 3.984855 -5.644245 -6.707911 0.82 0.05 0.29 0.09
N 2.554452 -3.654795 -0.431652 -0.80 0.01 -1.25 0.14
N 0.716487 -2.838880 -1.668860 0.86 0.36 1.50 -0.17
N 1.027249 -2.124767 0.539871 1.13 -0.51 1.49 0.10
C 2.741572 -3.193172 1.862179 -0.06 0.78 0.81 -0.04
C -0.245850 3.872117 -0.708553 0.85 -0.71 0.58 -0.09
C 1.364098 -4.743646 -3.601137 0.04 -0.23 0.51 -0.31
C -1.799547 1.555734 3.792900 -2.07 -1.39 0.44 -0.34
C 1.868548 -4.827624 -5.928670 0.03 -0.08 0.66 -0.02
C 2.562958 -5.377564 -3.314297 0.66 0.18 -0.20 -0.04
C -2.992095 4.114034 1.771736 -0.67 -0.11 1.17 -0.06
C 3.044176 0.428567 3.121576 -0.37 -0.77 0.49 -0.09
C 1.977143 -0.659054 5.020299 -0.47 -0.01 0.35 -0.10
C 0.154904 0.295199 -3.650175 -0.43 0.23 0.03 -0.07
C -5.447994 3.000672 2.384156 0.16 1.20 0.07 -0.08
C -3.313992 2.844705 1.233100 0.61 1.33 0.51 -0.32
C 0.978851 -4.496779 -4.901443 1.35 -0.42 -1.18 -0.06
C 1.485755 -2.850744 -0.474656 -0.17 -0.61 -0.26 -0.39
C -0.786462 1.327465 1.001372 0.03 -0.24 0.34 -0.66
C -0.710857 5.467349 -2.421257 2.34 0.83 -0.58 -0.12
C 0.190740 4.945694 -1.500463 -1.56 -0.78 1.46 -0.08
C 1.745694 0.403914 -1.749044 0.48 -1.58 1.11 -0.08
C 3.131675 -5.389511 -5.649720 -1.47 0.30 -1.21 -0.34
C 2.089508 -1.300491 -3.515303 -0.12 0.13 -0.12 -0.06
C 1.686964 -2.303953 1.731683 -0.87 -0.12 -1.54 -0.08
C -1.617625 3.266931 5.480147 -1.80 -0.04 0.49 -0.07
C -3.876040 4.802796 2.658233 1.05 -1.42 -1.54 -0.10
C -1.143010 2.621380 4.348599 0.04 0.29 0.90 -0.11
C -4.518863 2.297079 1.632333 -1.19 -0.13 -0.51 -0.14
C -2.316380 3.751660 -1.872548 1.26 0.67 -0.83 -0.08
C -1.862317 4.809579 -2.683718 -1.63 -1.30 1.27 -0.10
C 0.050031 -1.535071 -1.924011 -0.27 -0.55 -0.92 -0.32
C -3.570955 1.824246 5.432586 -0.93 0.40 -0.07 -0.09
C 1.002385 -0.588798 -2.672755 0.67 1.35 -1.32 -0.59
C 1.783777 0.799669 2.669591 0.18 1.48 -0.83 -0.12
C 3.113070 -0.365007 4.274078 0.85 0.26 0.10 -0.12
C 3.453514 -5.677417 -4.347903 -0.50 0.24 1.14 -0.03
C 0.715228 -0.295863 4.525024 1.09 -0.12 -0.11 -0.11
C -5.123125 4.291915 2.888153 -0.78 -1.37 0.12 -0.10
C -3.043675 1.140492 4.339826 0.88 0.43 -0.06 -0.10
C 3.129513 -3.851721 0.723598 -0.32 -0.09 0.04 -0.14
C 0.620656 0.405410 3.314429 0.05 -0.60 0.18 -0.38
C -1.483448 3.267437 -0.880055 -0.76 0.16 -0.55 -0.36
C -2.882524 2.903564 5.995577 1.32 -1.49 -2.21 -0.09
H 3.937896 0.668091 2.548739 -0.16 0.07 0.20 0.10
H 3.830981 -4.650596 0.712742 0.98 -0.31 0.25 0.10
H 1.696219 1.520117 1.817603 -0.07 -1.07 0.49 0.11
H -0.146290 -0.629768 5.074562 -0.44 0.09 -0.05 0.10
H -3.556617 0.296964 3.886313 0.05 0.09 0.10 0.07
H -3.369541 3.453639 6.721749 -0.58 1.08 1.65 0.07
H -3.564378 5.694226 3.151633 0.25 0.62 0.07 0.09
H -3.248076 3.283253 -2.109266 -0.46 -0.25 0.06 0.08
H -0.220236 2.893662 3.917766 1.07 0.46 -0.35 0.10
H 3.654875 -5.877766 -7.627353 -0.26 0.06 0.19 0.09
H -5.787588 4.866720 3.524926 -0.26 -0.25 -0.10 0.09
H -1.151285 4.100572 5.982771 0.51 0.09 -0.33 0.09
H -2.545409 5.096744 -3.421180 -0.67 0.78 -1.22 0.08
H 0.360216 3.387108 0.084350 -0.09 0.62 -0.54 0.09
H 1.086193 5.436296 -1.199541 0.69 0.31 -0.27 0.09
H 1.246050 -1.789368 2.570929 0.13 0.08 0.02 0.06
H 2.880480 -1.792482 -2.909290 -0.74 -0.14 -0.32 0.09
H 1.602450 -1.946324 -4.252849 0.27 -0.45 0.35 0.07
H 3.261170 -3.294925 2.813047 -0.25 -0.16 -0.19 0.10
H -0.849609 -1.793324 -2.508191 0.43 0.32 -0.12 0.08
H 2.466398 1.031550 -2.287075 -0.21 -0.10 0.08 0.08
H -0.161710 -0.272869 -4.530616 -0.01 -0.15 0.09 0.07
H -0.368931 6.337824 -3.000093 -0.47 -0.36 0.11 0.10
H 2.062887 -1.165711 6.010452 -0.07 0.30 -1.02 0.11
H -2.015304 4.563791 1.680908 0.23 -0.13 -0.54 0.10
H -6.442550 2.561195 2.465689 0.23 0.22 0.40 0.10
H 1.011060 0.986116 -1.228449 -0.34 0.79 0.26 0.02
H -0.761698 0.674119 -3.173670 0.08 -0.35 0.17 0.05
H 4.396725 -6.109791 -4.101928 0.57 -0.35 0.09 0.10
H -4.612674 1.625240 5.793192 1.11 -0.08 -0.32 0.11
H 0.608560 1.230408 -4.038746 0.46 -0.62 0.36 0.08
H 2.622810 -0.581976 -4.139350 0.01 0.39 0.11 0.07
H -4.864766 1.344015 1.242401 0.42 -0.07 -0.05 0.08
H 4.089750 -0.716576 4.631000 -0.36 0.18 -0.13 0.10
H 2.271935 -0.162874 -0.913709 -0.28 0.62 -1.02 0.09
H 1.629390 -4.662377 -6.966780 -0.24 0.18 -0.13 0.10
H 0.039858 -4.053339 -5.135240 -0.57 0.24 0.03 0.11
H 2.852929 -5.589924 -2.286432 -0.27 0.12 -0.22 0.11
H 4.852941 -6.072965 -6.446119 0.09 -0.18 -0.20 0.08

no.,E (eV),M (g mol⁻¹)
1,-109455.8335,840.74
2,-105833.5163,867.00